{"formula": "H2NO3S2", "method": "wB97M-V/def2-TZVPD", "e_homo_ev": [-3.19, -4.56], "total_charge": -1, "homo_lumo_gap_ha": [0.19833, 0.28677], "energy_ha": -1078.05008, "spin_multiplicity": 1, "largest_force_ha_per_bohr": 0.0379, "de_lowest_kcal_mol": 38.3, "elements": ["N", "O", "O", "O", "S", "S", "H", "H"], "xyz": [[1.2284, -0.0810, -0.0120], [-1.9737, -0.8525, -1.1102], [-1.8078, -0.1506, 1.3064], [-1.1534, 1.3533, -0.5581], [2.7812, -0.8753, -0.2503], [-1.3648, -0.0205, -0.0814], [1.3126, 0.8964, -0.2392], [0.9774, -0.2699, 0.9449]], "forces_ev_per_angstrom": [[1.4, -1.2, 0.5], [0.0, -0.5, 0.7], [0.3, -0.3, -0.4], [-0.1, -0.2, 0.7], [-1.1, 0.3, -0.2], [0.2, 1.2, -1.4], [-0.6, 0.2, 0.0], [-0.2, 0.5, 0.2]]}